DFT (wB97M-V/def2-TZVPD) results for an isolated molecule of C5H11NO.

**ΔE to the lowest compared entry with this formula, charge and spin**: 166.1 kJ/mol
**LUMO energy**: 1.06 eV
**DFT total energy**: -8899.9754 eV
**Frontier orbital gap**: 10.13 eV

CARTESIAN COORDINATES (ANGSTROEM)
C  -1.773  -0.426  -0.092
C  -0.458  0.139  -0.583
C  0.523  0.823  0.396
C  0.270  0.679  1.878
N  1.621  0.011  -0.112
C  0.811  -0.899  -0.844
O  1.147  -1.162  -2.151
H  -1.608  -1.138  0.716
H  -2.457  0.341  0.287
H  -2.302  -0.960  -0.886
H  1.175  -0.281  -2.542
H  -0.673  0.845  -1.409
H  0.701  1.877  0.165
H  -0.604  1.262  2.172
H  0.093  -0.364  2.153
H  1.127  1.040  2.457
H  2.283  -0.373  0.550
H  0.877  -1.901  -0.401

Cartesian forces, eV/Å:
-0.0385 -0.1955 0.1972
0.7312 -0.9087 -0.0538
0.1988 0.3867 0.2886
-0.1480 -0.0593 0.1939
1.0897 0.7259 -0.0111
-1.6079 -0.0004 0.5748
0.2397 0.5846 -0.8353
-0.0478 -0.0669 0.0813
0.1555 0.0497 -0.0724
0.1391 0.0658 -0.0125
0.2488 -0.0899 -0.5496
0.4499 -0.7075 -0.0763
-0.1981 0.0944 0.0753
-0.0002 -0.0015 0.0810
0.0052 0.0096 0.0122
-0.0948 -0.0148 -0.1074
-0.0399 0.0583 -0.0336
-1.0828 0.0695 0.2478